Entry 1:
89
Properties=species:S:1:pos:R:3:forces:R:3:lowdin_charge:R:1 method="wB97M-V/def2-TZVPD" energy_ha=-9353.44678 largest_force_ha_per_bohr=0.0183 homo_energy_ev=-10.2 charge=+1 relative_energy_kj_mol=78.3
Ga 0.068169 -1.278892 1.119920 -0.235 0.011 0.360 0.266
Se -5.020555 -6.060289 4.018621 -0.620 -0.566 0.422 1.195
N -5.187189 -4.500999 3.201816 0.016 -0.134 0.065 -0.206
C -3.988666 -4.173248 2.818221 0.530 0.299 -0.231 -0.337
C -3.682335 -2.923959 2.121668 -0.222 -0.210 0.138 -0.063
C -4.643896 -1.977622 1.757553 -0.191 -0.091 0.063 0.051
C -4.248447 -0.823358 1.122330 -0.028 0.091 -0.053 0.017
C -2.893972 -0.612406 0.886355 0.006 -0.186 0.198 -0.041
N -1.978390 -1.515451 1.233219 -0.043 0.255 -0.014 0.073
C -2.362045 -2.662208 1.817096 0.402 -0.030 -0.131 -0.120
C -1.295376 -3.634561 2.068430 0.031 0.223 -0.063 -0.118
N -0.065832 -3.312474 1.619051 0.005 0.104 -0.113 0.063
C 0.936846 -4.166698 1.802061 0.070 -0.315 -0.146 -0.061
C 0.760709 -5.381225 2.451921 -0.051 -0.074 0.035 0.013
C -0.491709 -5.717163 2.914625 -0.090 -0.135 0.098 0.051
C -1.551570 -4.829813 2.715533 -0.203 -0.184 0.102 -0.060
C -2.928091 -5.104369 3.136527 0.326 0.439 -0.327 -0.335
N -3.272689 -6.180637 3.781445 -0.133 0.028 -0.025 -0.207
H -5.686864 -2.177067 1.980052 0.089 0.034 -0.014 0.134
H -4.961483 -0.069752 0.811087 0.059 -0.070 0.034 0.128
H -2.547139 0.295165 0.419233 0.070 0.094 -0.070 0.083
H 1.903263 -3.881338 1.404285 -0.350 -0.330 0.106 0.124
H 1.606491 -6.043694 2.580184 -0.054 0.033 -0.023 0.127
H -0.681249 -6.657027 3.422238 0.036 0.083 -0.038 0.133
F 6.263628 -1.462873 4.014193 0.184 -0.041 0.025 0.157
C 4.967546 -1.292520 3.820570 0.193 -0.030 0.016 -0.137
C 4.359966 -1.790907 2.690629 0.033 -0.053 -0.088 -0.140
F 5.065016 -2.453966 1.782182 0.027 -0.064 -0.100 0.146
C 3.008680 -1.592061 2.518376 0.043 0.005 -0.077 -0.224
F 2.465779 -2.094539 1.381980 0.107 0.730 -0.380 0.006
C 2.212259 -0.908933 3.413951 -0.200 -0.020 -0.089 -0.475
S 0.484881 -0.600209 3.238614 -0.007 0.074 -0.154 0.815
C 2.858083 -0.432204 4.542605 -0.147 0.154 0.160 -0.241
F 2.161926 0.232217 5.458831 -0.051 0.070 0.109 0.106
C 4.207714 -0.613992 4.749165 0.073 0.111 0.243 -0.136
F 4.782574 -0.136193 5.842004 0.047 0.051 0.102 0.153
C -5.517786 3.136605 -2.788761 0.081 -0.007 0.050 -0.043
C -4.207072 2.671988 -2.204244 -0.049 -0.005 -0.051 -0.258
C -3.632757 1.465734 -2.578391 -0.020 -0.063 -0.014 -0.011
C -2.396709 1.035692 -2.086992 -0.062 -0.043 0.004 -0.285
C -1.867763 -0.277506 -2.611041 -0.174 0.043 -0.010 -0.037
C -1.712686 1.849464 -1.172978 -0.039 0.121 0.082 -0.343
As -0.079158 1.465823 -0.144335 0.053 -0.095 -0.068 1.354
N 0.346667 -0.338325 -0.454270 0.651 -0.430 -0.388 -0.283
C 1.033963 -0.962007 -1.535072 -0.034 -0.053 0.083 -0.351
C 1.464442 -0.287856 -2.681065 -0.001 -0.096 0.113 -0.041
C 2.107841 -0.970218 -3.709388 -0.042 0.071 0.056 -0.064
C 2.336857 -2.336819 -3.636009 0.028 0.033 -0.068 -0.091
C 1.908727 -3.022805 -2.510365 -0.048 0.025 0.099 -0.077
C 1.270402 -2.344228 -1.482242 0.006 0.273 -0.112 -0.067
C 1.359060 2.524632 -0.964002 0.019 -0.022 0.011 -0.294
C 2.542046 2.560501 -0.205030 0.040 0.074 0.045 -0.274
C 2.722339 1.741714 1.051381 0.098 0.182 -0.092 -0.077
C 3.603715 3.361282 -0.615471 0.005 -0.011 -0.012 -0.008
C 3.524314 4.151748 -1.752070 0.047 0.052 -0.044 -0.249
C 4.673517 5.029629 -2.189845 -0.159 -0.100 0.058 -0.040
C 2.344694 4.106676 -2.487390 0.049 0.060 -0.059 -0.010
C 1.262221 3.307829 -2.130020 -0.045 -0.031 -0.130 -0.269
C 0.069802 3.318285 -3.064306 0.131 0.037 0.065 -0.035
C -2.297704 3.065789 -0.755381 -0.009 0.050 0.030 -0.313
C -1.620959 3.994192 0.234717 -0.088 -0.041 -0.195 -0.075
C -3.520417 3.456177 -1.283128 -0.066 0.091 0.012 -0.015
H -5.985786 2.355903 -3.388728 0.023 0.024 0.036 0.076
H -5.361108 4.005616 -3.432992 -0.006 -0.050 0.032 0.088
H -6.217113 3.437762 -2.005370 0.045 -0.028 -0.037 0.083
H -4.156791 0.828285 -3.288987 0.078 0.092 0.075 0.118
H -2.668098 -0.839159 -3.095686 0.029 0.071 -0.013 0.084
H -1.439123 -0.898979 -1.829113 -0.062 0.019 -0.027 0.049
H -1.083953 -0.116505 -3.353127 0.021 -0.006 0.012 0.081
H 1.297675 0.773007 -2.769912 0.016 0.093 -0.017 0.082
H 2.432188 -0.416240 -4.584534 -0.036 -0.028 0.091 0.111
H 2.837523 -2.860181 -4.442889 -0.049 0.069 0.080 0.105
H 2.069905 -4.092417 -2.432009 -0.026 0.064 0.024 0.107
H 0.932405 -2.899574 -0.617072 -0.027 -0.160 0.017 0.063
H 2.002470 2.015688 1.822537 -0.078 -0.007 0.053 0.071
H 3.726078 1.880638 1.457609 -0.074 0.001 -0.039 0.085
H 2.593749 0.686975 0.831146 -0.026 -0.282 0.005 0.048
H 4.516090 3.363020 -0.026303 -0.054 0.008 -0.035 0.117
H 5.560143 4.861052 -1.578413 -0.053 -0.005 -0.019 0.076
H 4.403088 6.084955 -2.111738 0.006 -0.036 0.006 0.086
H 4.933480 4.836705 -3.232152 -0.008 -0.002 0.034 0.084
H 2.267316 4.709943 -3.389786 0.000 -0.081 0.086 0.123
H 0.355522 3.768865 -4.014319 0.021 -0.005 0.024 0.084
H -0.761957 3.900069 -2.660582 0.045 -0.051 -0.031 0.083
H -0.307535 2.315488 -3.266667 0.027 0.051 0.008 0.064
H -0.596155 4.232018 -0.058490 0.019 0.009 -0.019 0.066
H -1.579662 3.555308 1.230920 0.018 -0.045 0.097 0.072
H -2.165420 4.936477 0.304710 0.008 -0.075 -0.008 0.084
H -3.948561 4.406545 -0.968926 0.053 -0.111 -0.039 0.124

=====

Entry 2:
90
Properties=species:S:1:pos:R:3:forces:R:3:mulliken_spin:R:1 method="wB97M-V/def2-TZVPD" energy_ha=-5913.87353 largest_force_ha_per_bohr=0.0088 homo_energy_ev="-4.0 / -4.1" charge=-1 s2=0.7870 spin_multiplicity=2 relative_energy_kj_mol=12.6
Ru 0.312161 0.617291 -0.750917 0.068 -0.195 -0.089 0.668
O 2.181976 -0.116693 1.882431 0.000 -0.087 0.030 0.001
S 0.924611 0.194013 2.490426 -0.081 0.014 -0.026 0.006
O 0.319023 -0.852640 3.299246 -0.025 -0.016 0.003 0.000
N -0.108063 0.657775 1.325619 0.062 -0.011 0.039 -0.014
C -1.451194 0.761970 1.637613 0.044 0.076 -0.067 0.010
C -2.016042 0.902856 2.893881 -0.090 -0.032 0.077 0.012
C -3.406358 1.024850 3.057828 0.013 -0.002 -0.023 -0.005
C -4.267114 1.015755 1.995040 0.017 0.007 -0.011 0.009
C -3.738605 0.881399 0.692395 -0.028 -0.022 0.023 -0.005
C -4.544490 0.888553 -0.467591 0.004 0.008 -0.002 0.016
C -3.965002 0.784993 -1.697228 0.003 0.021 0.027 -0.008
C -2.568793 0.660109 -1.778927 -0.009 0.077 0.015 0.023
N -1.785855 0.628275 -0.723343 0.028 0.035 0.018 -0.025
C -2.345099 0.749187 0.520947 0.015 0.000 -0.014 -0.003
C 1.095242 1.573791 3.593455 0.032 -0.018 0.055 0.003
C 0.728398 2.853139 3.217280 -0.054 0.052 0.049 0.000
C 0.872563 3.890974 4.126160 -0.022 -0.006 -0.034 0.000
C 1.384559 3.645772 5.390822 0.008 -0.002 0.024 0.000
C 1.750093 2.357260 5.759248 0.000 0.007 0.008 0.000
C 1.600164 1.313133 4.861185 -0.009 0.008 -0.031 -0.001
H -1.389569 0.916080 3.772036 -0.019 -0.014 -0.012 0.001
H -3.793827 1.136218 4.063192 -0.005 0.000 -0.001 0.000
H -5.336406 1.119197 2.128602 -0.002 -0.002 -0.001 0.000
H -5.617340 0.998520 -0.361369 -0.001 0.000 -0.005 0.000
H -4.545988 0.821299 -2.608085 -0.005 0.001 0.001 0.000
H -2.085111 0.634058 -2.743713 0.019 -0.027 -0.019 -0.004
H 0.365469 3.030763 2.215537 -0.006 -0.006 0.082 -0.001
H 0.602923 4.897330 3.833119 -0.002 -0.002 0.003 0.000
H 1.506465 4.462182 6.091912 0.001 0.000 -0.001 0.000
H 2.153186 2.166085 6.745674 0.001 -0.001 -0.001 0.000
H 1.866997 0.300808 5.133663 0.003 -0.007 0.001 0.000
O 6.681350 2.225350 -0.939813 0.018 -0.001 0.005 0.074
C 5.521904 2.071652 -0.635327 -0.067 0.005 -0.006 -0.009
C 4.782494 2.794955 0.479832 -0.035 -0.072 -0.040 -0.035
O 5.252690 3.627004 1.218084 0.039 0.059 0.054 0.071
C 3.355803 2.298762 0.472675 0.173 0.063 -0.078 0.029
C 3.282877 1.290978 -0.550572 0.175 0.167 -0.017 0.051
O 2.257164 0.600020 -0.916388 -0.353 -0.277 -0.060 0.134
C 4.514380 1.168689 -1.302806 0.037 0.044 0.038 -0.049
O 4.705583 0.496500 -2.312925 -0.014 -0.002 0.003 0.047
O 2.462699 2.729137 1.195259 0.124 0.032 0.048 0.038
C 0.326690 -8.116472 0.432705 0.001 0.001 -0.002 0.000
C 0.277536 -6.613228 0.420795 -0.008 0.012 0.004 0.000
C -0.539274 -5.917909 1.304463 -0.008 -0.014 -0.005 -0.001
C -0.585859 -4.531731 1.307793 0.004 -0.016 0.009 0.002
C -1.488210 -3.818042 2.283490 0.009 0.015 0.021 -0.001
C 0.195040 -3.828508 0.375998 -0.024 0.039 -0.028 0.006
C 0.069595 -2.366814 0.369427 0.070 -0.012 0.066 -0.012
O 0.286006 -1.679344 -0.615678 0.009 0.147 -0.128 0.011
C 1.049276 -4.505392 -0.511479 0.041 -0.010 -0.009 0.001
C 1.978649 -3.808870 -1.472663 -0.019 -0.034 -0.007 0.000
C 1.067763 -5.893671 -0.466751 0.024 0.016 0.045 -0.002
H -0.347967 -8.528744 1.181998 0.000 0.000 0.000 0.000
H 1.335692 -8.469505 0.652694 0.000 0.000 0.000 0.000
H 0.044684 -8.522730 -0.540279 0.000 -0.001 0.000 0.000
H -1.151031 -6.468390 2.010842 0.002 -0.002 0.001 0.000
H -1.997128 -4.542657 2.917507 0.001 0.003 0.011 0.000
H -2.251004 -3.228574 1.771089 -0.012 -0.007 -0.007 0.000
H -0.931869 -3.128382 2.922199 0.007 -0.015 0.002 0.000
H -0.237645 -1.892381 1.307923 -0.036 -0.001 -0.043 -0.005
H 2.238283 -2.800383 -1.165530 0.018 0.010 0.026 0.000
H 1.521441 -3.736766 -2.462638 -0.018 0.057 0.014 0.000
H 2.895131 -4.390630 -1.575011 -0.019 -0.015 -0.027 0.000
H 1.735744 -6.427054 -1.135550 0.000 -0.001 0.002 0.000
Cl -4.684352 4.769372 -3.495693 -0.011 0.004 -0.005 0.000
C -3.198159 4.228445 -2.748545 0.008 0.001 0.017 -0.004
C -2.140232 3.823084 -3.542973 0.002 -0.003 -0.004 0.001
C -0.976858 3.364994 -2.940329 -0.053 -0.009 -0.021 -0.007
C -0.845771 3.292723 -1.551144 -0.020 0.009 0.006 0.007
C 0.341369 2.695939 -0.893658 0.013 -0.007 0.195 -0.013
C -1.923942 3.753285 -0.785721 0.027 -0.029 -0.022 -0.002
C -3.094189 4.210074 -1.367388 -0.023 -0.005 -0.031 0.002
H -2.227409 3.863868 -4.620934 -0.003 0.002 -0.003 0.000
H -0.153836 3.042036 -3.567674 0.008 0.004 0.005 -0.001
H 0.462143 3.086283 0.121499 -0.011 -0.066 -0.212 -0.002
H 1.262247 2.947049 -1.433833 -0.051 0.030 -0.027 -0.001
H -1.843926 3.727652 0.295863 0.000 0.001 0.006 0.000
H -3.924037 4.542897 -0.757671 -0.003 0.002 0.001 0.000
Br 1.470691 -0.966064 -7.227989 0.003 -0.006 -0.009 0.000
C 1.107880 -0.481367 -5.438741 -0.015 -0.016 -0.006 -0.003
C 1.842582 0.510468 -4.824802 0.028 0.026 0.032 0.002
C 1.535505 0.835074 -3.513449 -0.072 -0.067 -0.059 0.004
N 0.556241 0.233666 -2.827024 0.005 0.087 0.065 -0.012
C -0.121851 -0.746674 -3.432808 0.082 -0.062 0.013 -0.002
C 0.109386 -1.135364 -4.737942 -0.003 -0.004 0.001 0.001
H 2.653730 1.015553 -5.327216 0.003 0.000 0.004 0.000
H 2.102791 1.585367 -2.989253 0.026 0.041 0.027 0.000
H -0.854236 -1.262846 -2.828785 -0.036 0.013 0.018 -0.002
H -0.463187 -1.936728 -5.181297 -0.002 0.007 0.001 0.000